{"formula": "C41H41F5GaN6P2Se", "method": "wB97M-V/def2-TZVPD", "total_energy_ev": -202005.128, "molar_mass_g_mol": 923.44, "lumo_energy_ev": [-4.39, -3.73], "total_charge": 1, "symbols": ["Ga", "C", "C", "C", "C", "C", "C", "N", "C", "C", "C", "C", "C", "C", "N", "N", "C", "C", "C", "C", "C", "N", "H", "H", "H", "H", "H", "H", "H", "H", "H", "H", "H", "H", "H", "C", "P", "C", "N", "C", "C", "C", "C", "C", "C", "N", "C", "P", "C", "C", "C", "C", "C", "C", "C", "C", "C", "H", "H", "H", "H", "H", "H", "H", "H", "H", "H", "H", "H", "H", "H", "H", "H", "H", "H", "H", "H", "H", "H", "H", "H", "H", "H", "H", "H", "F", "C", "C", "F", "C", "F", "C", "Se", "C", "F", "C", "F"], "coordinates": [[0.433054, -0.697303, 1.051896], [-2.964497, 4.047460, 1.009545], [-2.336183, 3.806884, 2.227944], [-1.272696, 2.924168, 2.308365], [-0.806987, 2.256970, 1.173963], [-1.405204, 2.544053, -0.045913], [-2.484947, 3.419586, -0.127964], [0.245968, 1.300910, 1.315530], [1.378327, 1.759968, 1.937367], [1.771124, 3.110526, 1.995305], [2.886327, 3.474967, 2.710049], [3.689161, 2.530764, 3.386851], [3.363351, 1.207463, 3.326573], [2.203183, 0.814828, 2.619048], [1.754755, -0.447419, 2.507755], [2.302715, -1.411566, 3.182366], [1.820617, -2.617365, 2.752485], [2.177816, -3.777037, 3.465205], [1.701655, -4.987317, 3.053449], [0.878543, -5.052412, 1.914812], [0.577673, -3.887229, 1.271478], [1.021880, -2.672729, 1.667598], [-3.797360, 4.735468, 0.948505], [-2.686069, 4.301778, 3.125658], [-0.805398, 2.723533, 3.266469], [-1.011016, 2.115297, -0.949459], [-2.932800, 3.625293, -1.093704], [1.181262, 3.855962, 1.478222], [3.170585, 4.519986, 2.733989], [4.570936, 2.852529, 3.923647], [3.954815, 0.441911, 3.809267], [2.822626, -3.661570, 4.325765], [1.960457, -5.889610, 3.592560], [0.507897, -5.993835, 1.535204], [-0.015783, -3.906978, 0.378322], [1.117003, 1.139220, -1.962417], [0.415474, -0.416567, -1.372832], [-1.414655, -0.178996, -1.650246], [-1.757701, 0.452134, -2.744949], [-3.069847, 0.719402, -2.947536], [-3.466741, 1.428674, -4.109197], [-4.784510, 1.705072, -4.304063], [-5.764865, 1.292203, -3.359002], [-5.409659, 0.610510, -2.236696], [-4.043619, 0.309760, -2.009977], [-3.683323, -0.368576, -0.895384], [-2.407780, -0.591586, -0.701796], [-1.927465, -1.537073, 0.801732], [-2.424858, -3.210083, 0.286192], [-3.031533, -1.213578, 2.254057], [-3.134155, 0.280363, 2.518089], [-4.423996, -1.825080, 2.079791], [-2.306101, -1.894396, 3.429024], [0.932699, -1.722683, -2.587575], [0.796819, -1.196841, -4.016514], [0.050128, -2.954090, -2.409551], [2.394588, -2.094825, -2.304362], [0.489384, 1.511072, -2.772168], [2.129090, 0.955969, -2.312440], [1.168734, 1.849331, -1.141699], [-2.704030, 1.733737, -4.813813], [-5.097360, 2.245540, -5.188085], [-6.805643, 1.527556, -3.540461], [-6.138849, 0.289173, -1.504446], [-3.473002, -3.136452, -0.003553], [-2.316355, -3.918477, 1.106046], [-1.844669, -3.549469, -0.566492], [-3.649984, 0.813415, 1.716730], [-2.157525, 0.728585, 2.657345], [-3.694901, 0.428502, 3.445189], [-4.912621, -1.478991, 1.168433], [-5.035193, -1.514049, 2.930924], [-4.398616, -2.916287, 2.080592], [-1.329636, -1.444282, 3.624729], [-2.163106, -2.967067, 3.270373], [-2.910540, -1.773451, 4.330908], [-0.234928, -0.961731, -4.279892], [1.155216, -1.976371, -4.694386], [1.406417, -0.308087, -4.185730], [-1.001622, -2.740131, -2.617749], [0.148210, -3.366859, -1.409199], [0.374504, -3.726954, -3.110503], [3.073365, -1.257281, -2.468815], [2.682017, -2.898531, -2.988742], [2.546707, -2.446952, -1.283222], [7.417204, 3.456244, -3.337677], [6.579336, 2.760645, -2.572335], [5.363594, 3.304961, -2.204601], [5.034863, 4.530686, -2.618582], [4.498513, 2.570909, -1.415877], [3.333700, 3.155552, -1.092181], [4.812907, 1.294219, -0.957171], [3.653686, 0.328692, 0.184160], [6.046920, 0.779086, -1.348315], [6.428859, -0.441149, -0.968566], [6.921764, 1.491148, -2.144954], [8.091897, 0.966654, -2.508716]], "atomic_forces_ev_per_a": [[-0.16, -0.12, 0.01], [0.08, -0.01, -0.01], [0.02, -0.02, 0.02], [-0.12, 0.09, 0.09], [0.08, -0.09, -0.08], [-0.04, 0.01, 0.01], [-0.01, 0.00, 0.03], [-0.03, 0.04, -0.04], [0.09, 0.18, 0.20], [-0.04, -0.04, -0.01], [0.21, -0.05, 0.09], [-0.09, 0.30, -0.09], [-0.14, -0.16, -0.05], [0.05, 0.59, 0.00], [-0.20, -0.10, -0.22], [-0.07, -0.66, -0.12], [0.21, 0.19, 0.23], [0.06, 0.01, 0.04], [0.02, -0.12, 0.04], [0.06, -0.01, 0.04], [0.19, 0.11, 0.03], [-0.05, -0.13, -0.11], [0.01, -0.02, 0.01], [0.01, 0.00, -0.02], [-0.01, 0.02, -0.03], [0.00, 0.00, -0.06], [0.02, -0.01, 0.02], [0.05, 0.00, 0.03], [-0.01, -0.02, 0.01], [-0.02, 0.02, -0.02], [-0.01, 0.01, -0.02], [-0.03, -0.01, -0.03], [0.00, 0.02, -0.02], [0.00, 0.02, 0.02], [-0.14, 0.02, -0.09], [-0.05, 0.01, 0.00], [-0.28, -0.18, -0.08], [0.02, -0.07, 0.10], [0.00, -0.05, 0.06], [0.09, 0.05, -0.11], [0.08, -0.05, 0.04], [-0.15, 0.00, 0.04], [0.03, 0.08, -0.14], [0.06, -0.05, 0.06], [-0.11, -0.02, 0.08], [0.09, 0.04, 0.04], [0.07, -0.08, 0.04], [-0.05, 0.48, 0.04], [0.10, -0.06, -0.03], [-0.03, -0.11, -0.03], [-0.13, 0.00, 0.04], [-0.06, 0.00, 0.04], [-0.01, -0.01, 0.01], [0.03, 0.01, 0.05], [0.04, 0.00, -0.12], [-0.03, 0.00, -0.15], [-0.03, -0.01, -0.04], [0.03, 0.02, -0.02], [0.03, 0.00, -0.04], [0.02, 0.01, 0.01], [-0.01, -0.01, 0.02], [-0.01, -0.01, 0.03], [0.03, 0.00, -0.01], [0.03, 0.00, -0.01], [0.01, -0.05, -0.03], [-0.01, 0.01, -0.01], [-0.04, -0.01, -0.04], [0.04, -0.02, 0.00], [0.11, -0.01, 0.02], [-0.02, 0.02, -0.05], [0.03, 0.01, 0.04], [0.01, -0.03, -0.02], [-0.01, 0.06, 0.00], [0.01, 0.04, -0.01], [-0.01, 0.03, 0.00], [0.00, -0.01, -0.03], [0.03, -0.01, 0.04], [-0.03, 0.04, -0.01], [-0.02, -0.06, -0.01], [0.03, 0.00, 0.02], [0.02, -0.03, 0.03], [-0.01, 0.02, 0.01], [-0.01, 0.02, 0.00], [0.00, 0.05, 0.03], [-0.03, -0.02, 0.05], [-0.14, -0.12, 0.13], [0.22, 0.18, -0.19], [-0.08, 0.17, -0.06], [0.01, -0.14, 0.06], [-0.12, 0.19, -0.01], [0.13, -0.16, 0.03], [-0.16, -0.06, -0.03], [0.18, -0.03, 0.19], [0.12, -0.11, 0.03], [-0.12, 0.05, 0.04], [0.17, -0.08, -0.07], [-0.13, 0.04, 0.05]], "lowdin_charge": [0.34, -0.08, -0.06, -0.06, -0.30, -0.03, -0.07, 0.00, -0.29, -0.02, -0.05, -0.08, -0.04, -0.35, -0.09, 0.12, -0.32, 0.01, -0.04, -0.05, -0.15, 0.04, 0.11, 0.11, 0.13, 0.07, 0.11, 0.12, 0.11, 0.11, 0.12, 0.12, 0.12, 0.11, 0.06, -0.24, 1.02, -0.39, 0.14, -0.19, 0.00, -0.05, -0.05, 0.00, -0.20, 0.16, -0.37, 1.04, -0.20, -0.70, -0.08, -0.08, -0.08, -0.69, -0.08, -0.08, -0.09, 0.06, 0.03, 0.03, 0.12, 0.11, 0.11, 0.12, 0.06, 0.06, 0.03, 0.09, 0.05, 0.10, 0.07, 0.10, 0.08, 0.08, 0.08, 0.10, 0.08, 0.10, 0.08, 0.08, 0.04, 0.10, 0.07, 0.10, 0.07, 0.14, -0.13, -0.14, 0.13, -0.25, 0.07, -0.47, 0.97, -0.26, 0.09, -0.14, 0.14]}